No. 1
80
Properties=species:S:1:pos:R:3:forces:R:3 method="wB97M-V/def2-TZVPD" multiplicity=2 charge=+1 de_lowest_ev=2.344 e_tot_ha=-4294.87445 orbital_gap_ev="6.0 / 4.6"
Pd 0.857 0.586 1.039 1.1 -1.0 0.4
S 1.933 0.971 3.281 -0.7 -0.1 -0.8
C 3.382 0.863 2.342 0.2 0.0 0.2
N 3.286 0.650 1.075 0.8 -0.2 -0.9
C 4.539 0.560 0.471 0.0 0.0 0.3
C 4.791 0.298 -0.874 -0.1 0.0 -0.1
C 6.102 0.282 -1.317 -0.1 0.0 0.0
C 7.164 0.509 -0.436 0.0 0.0 0.0
C 6.930 0.740 0.907 0.0 0.0 0.1
C 5.611 0.758 1.348 0.0 0.0 0.0
S 5.001 1.011 2.959 0.0 0.0 0.2
H 3.961 0.087 -1.539 0.1 0.1 0.0
H 6.312 0.087 -2.361 0.0 0.0 0.0
H 8.182 0.495 -0.806 -0.1 0.0 0.0
H 7.748 0.901 1.600 0.0 0.0 -0.1
S -3.464 -4.700 1.680 -0.5 -0.2 -0.7
C -2.055 -4.084 1.137 0.1 -0.2 1.9
S -1.741 -2.393 1.412 0.2 0.2 -0.3
C -0.040 -2.711 1.431 -0.3 0.2 -0.2
N 0.241 -3.995 1.212 0.4 0.0 0.0
N -0.824 -4.737 1.016 0.0 -0.1 -0.8
C -0.592 -6.073 0.482 0.1 -0.1 0.0
C -1.613 -7.007 0.353 0.0 0.1 0.1
C -1.337 -8.244 -0.209 0.0 0.0 -0.1
C -0.062 -8.556 -0.648 0.0 0.0 0.0
C 0.956 -7.623 -0.510 0.0 0.1 0.0
C 0.699 -6.384 0.049 -0.1 0.2 0.1
S 1.216 -1.640 1.712 0.5 0.6 -0.1
H -2.609 -6.783 0.688 0.0 0.0 0.0
H -2.135 -8.969 -0.308 0.0 0.1 0.0
H 0.139 -9.517 -1.107 0.0 0.0 0.1
H 1.959 -7.854 -0.850 -0.1 0.0 0.0
H 1.477 -5.642 0.136 0.1 -0.1 0.0
O 1.261 -0.235 -1.189 -0.1 -0.2 0.2
N 1.179 0.368 -2.348 0.0 0.4 0.1
C 0.742 -0.309 -3.430 0.0 -0.1 0.0
C 0.701 0.290 -4.669 0.0 0.0 0.0
C 1.106 1.609 -4.813 0.0 0.0 0.0
C 1.523 2.296 -3.685 0.0 0.0 0.0
C 1.547 1.663 -2.461 0.1 0.0 0.0
H 0.459 -1.332 -3.242 0.0 0.0 0.1
H 0.358 -0.287 -5.516 0.0 0.0 0.0
H 1.100 2.087 -5.783 0.0 0.0 0.0
H 1.843 3.327 -3.742 0.0 0.0 0.0
H 1.844 2.133 -1.536 0.0 0.0 0.0
O 0.496 2.649 0.248 -0.4 -0.3 0.6
P -1.012 2.565 0.471 -0.5 -0.3 0.3
C -1.421 1.778 2.054 -0.5 0.4 0.0
C -0.847 2.321 3.206 0.0 0.1 -0.1
C -1.201 1.849 4.456 0.0 0.0 0.1
C -2.159 0.849 4.575 0.0 0.0 0.0
C -2.797 0.363 3.444 0.0 0.0 -0.1
C -2.445 0.839 2.186 0.0 0.0 0.0
C -1.855 4.139 0.557 0.2 0.2 -0.3
C -3.174 4.202 1.014 0.1 0.0 0.0
C -3.825 5.424 1.057 0.0 -0.1 0.0
C -3.165 6.578 0.646 0.0 0.0 0.0
C -1.855 6.515 0.195 0.0 0.0 0.0
C -1.195 5.294 0.147 0.0 -0.1 0.0
C -1.867 1.551 -0.758 -0.1 0.0 0.0
C -2.902 2.056 -1.546 0.1 0.0 0.0
C -3.611 1.209 -2.387 0.0 0.0 0.0
C -3.284 -0.138 -2.456 0.0 0.0 0.0
C -2.246 -0.648 -1.683 0.0 0.0 0.0
C -1.554 0.190 -0.826 -0.1 0.3 0.0
H -0.125 3.122 3.113 0.1 0.0 0.0
H -0.732 2.263 5.340 0.0 0.0 0.0
H -2.426 0.467 5.553 0.0 0.0 0.0
H -3.580 -0.381 3.535 0.0 0.0 0.0
H -2.982 0.490 1.313 0.1 -0.1 0.0
H -3.683 3.299 1.334 0.0 0.1 0.0
H -4.847 5.478 1.411 0.0 0.0 0.0
H -3.678 7.530 0.681 0.0 0.0 0.0
H -1.347 7.417 -0.123 0.0 0.0 0.0
H -0.171 5.229 -0.202 0.0 0.0 0.0
H -3.161 3.107 -1.490 0.0 0.0 0.0
H -4.428 1.602 -2.981 0.1 0.0 0.0
H -3.846 -0.798 -3.108 0.0 0.0 0.0
H -1.997 -1.702 -1.734 0.0 0.0 0.0
H -0.756 -0.202 -0.191 -0.5 -0.1 -0.3

=====

No. 2
87
Properties=species:S:1:pos:R:3:forces:R:3 method="wB97M-V/def2-TZVPD" charge=0 de_lowest_ev=1.307 e_tot_ha=-5502.59708 orbital_gap_ev=6.0
Ti 1.066 0.238 0.632 -0.3 1.2 -0.9
O 0.757 0.030 2.598 -0.2 -0.2 0.7
C 1.592 -0.090 3.493 0.0 0.0 0.0
C 3.018 -0.111 3.304 -0.2 0.0 0.3
C 3.825 -0.066 4.443 -0.2 0.0 0.1
C 5.180 -0.057 4.286 0.4 0.1 0.3
C 5.770 -0.116 3.026 0.1 0.0 -0.1
C 4.983 -0.186 1.901 0.3 -0.1 0.0
C 3.593 -0.176 2.022 -0.4 -0.1 -0.5
O 2.835 -0.230 0.943 0.8 -0.2 0.6
N 6.046 0.012 5.483 -0.1 -0.2 -0.3
O 7.244 0.035 5.300 0.0 0.1 0.0
O 5.504 0.022 6.568 -0.1 0.1 0.0
H 1.212 -0.189 4.514 0.0 0.0 0.1
H 3.393 -0.027 5.435 0.0 0.0 0.0
H 6.848 -0.112 2.953 0.0 0.0 0.0
H 5.414 -0.251 0.910 0.0 0.0 0.0
N 4.333 4.869 1.054 -0.2 -0.1 0.2
C 3.172 4.260 1.476 0.3 0.3 -0.1
C 2.970 2.896 1.269 0.1 -0.5 0.0
N 1.865 2.287 1.670 -0.4 0.2 -0.4
C 0.945 3.024 2.311 0.2 -0.1 0.1
C 1.170 4.369 2.522 0.1 0.1 0.0
N 2.265 4.999 2.099 -0.2 0.0 0.1
H 4.838 4.447 0.295 0.0 0.0 0.0
H 4.316 5.874 1.067 0.0 0.0 0.0
H 3.710 2.298 0.754 0.0 0.0 -0.1
H 0.038 2.549 2.655 0.0 0.0 -0.1
H 0.420 4.961 3.034 0.1 0.0 0.0
O -0.885 -4.215 0.417 -0.2 0.0 -0.1
C -1.478 -3.619 -0.650 0.1 -0.1 0.2
C -2.520 -4.225 -1.338 -0.1 0.0 -0.1
C -3.064 -3.612 -2.454 0.0 0.0 0.0
C -2.575 -2.393 -2.914 0.0 -0.1 0.0
C -1.538 -1.793 -2.229 0.0 0.0 0.0
C -0.992 -2.386 -1.088 0.1 -0.1 -0.1
C 0.062 -1.673 -0.379 0.4 0.1 0.0
O 0.324 -1.775 0.850 0.0 0.3 -0.2
O 0.754 -0.763 -0.996 -0.4 -0.6 -0.3
H -1.301 -5.074 0.556 0.1 0.0 0.0
H -2.898 -5.182 -0.994 0.0 0.0 0.0
H -3.877 -4.101 -2.978 0.0 0.0 0.0
H -2.985 -1.923 -3.798 0.0 0.0 0.0
H -1.147 -0.839 -2.552 0.0 0.0 0.0
S -1.212 0.121 -5.838 0.1 -0.1 0.0
C -0.082 0.491 -4.684 0.3 -0.1 0.0
S -0.353 1.643 -3.432 -0.4 0.4 0.3
C 1.163 1.258 -2.687 0.1 0.0 0.2
N 1.857 0.392 -3.335 -0.3 0.0 -0.3
N 1.159 -0.027 -4.458 0.3 -0.2 -0.1
C 1.781 -1.076 -5.218 -0.1 0.2 0.2
C 2.429 -2.095 -4.535 0.0 0.0 0.1
C 3.046 -3.109 -5.250 0.0 0.0 0.0
C 3.013 -3.108 -6.639 0.0 0.1 0.1
C 2.364 -2.080 -7.307 0.0 0.0 0.0
C 1.746 -1.056 -6.601 0.0 0.0 -0.1
S 1.597 1.984 -1.155 0.1 -0.4 0.0
H 2.449 -2.078 -3.453 0.0 0.0 0.0
H 3.550 -3.905 -4.718 0.0 0.0 0.0
H 3.493 -3.902 -7.197 0.0 0.0 0.0
H 2.335 -2.067 -8.389 0.0 0.0 0.0
H 1.236 -0.257 -7.119 0.0 0.0 0.0
S -2.230 2.095 3.589 0.1 0.0 0.0
P -2.650 1.235 1.880 0.1 0.0 0.1
S -1.172 1.159 0.410 -0.2 0.1 0.1
C -3.396 -0.390 2.165 -0.1 -0.2 0.0
C -4.748 -0.433 2.517 0.0 0.0 0.0
C -5.341 -1.636 2.865 0.1 0.0 0.0
C -4.584 -2.802 2.883 0.0 0.0 0.0
C -3.240 -2.759 2.548 0.0 0.1 0.0
C -2.644 -1.557 2.181 0.0 0.0 0.1
C -3.923 2.109 0.931 0.0 0.2 -0.2
C -4.229 3.430 1.233 -0.1 0.0 0.0
C -5.142 4.126 0.447 0.0 0.0 0.0
C -5.741 3.503 -0.638 0.0 0.0 0.0
C -5.434 2.181 -0.944 0.0 0.0 0.1
C -4.525 1.486 -0.164 0.0 0.1 0.0
H -5.335 0.478 2.524 0.0 0.0 0.0
H -6.390 -1.662 3.132 0.0 0.0 0.0
H -5.045 -3.741 3.164 0.0 0.0 0.0
H -2.641 -3.659 2.579 0.0 0.0 0.0
H -1.593 -1.536 1.926 0.0 0.0 0.0
H -3.761 3.898 2.090 0.0 0.0 0.0
H -5.383 5.155 0.683 0.0 0.0 0.0
H -6.449 4.047 -1.251 0.0 0.0 0.0
H -5.902 1.696 -1.792 0.0 0.0 0.0
H -4.277 0.459 -0.408 0.0 0.0 0.0

=====

No. 3
75
Properties=species:S:1:pos:R:3:forces:R:3 method="wB97M-V/def2-TZVPD" charge=0 smiles="[H]/N=C/CC1=C(CCCC)C(=O)OC1=O.O=C1c2ccccc2C(=O)c2ccccc21.O=C1c2ccccc2C(=O)c2ccccc21" e_tot_ha=-2046.93810 orbital_gap_ev=8.7
C 0.631 5.444 -3.975 0.2 0.1 0.1
C 1.524 4.949 -5.114 0.2 0.2 0.1
C 2.673 4.038 -4.625 0.0 0.2 -0.2
C 2.837 2.683 -5.333 0.0 -0.1 0.3
C 1.766 1.655 -5.090 0.1 -0.3 0.1
C 1.897 0.501 -4.413 0.1 0.2 -0.2
C 3.083 -0.090 -3.707 -0.1 0.2 0.2
C 2.724 -0.592 -2.326 0.0 0.0 0.3
N 2.938 0.108 -1.289 -0.2 -0.4 -0.5
C 0.594 -0.222 -4.482 -0.1 0.0 -0.1
O 0.168 -1.102 -3.800 0.2 -0.1 -0.3
O -0.157 0.375 -5.476 -0.3 0.3 0.6
C 0.345 1.675 -5.594 0.0 0.0 0.0
O -0.356 2.562 -5.955 0.3 -0.1 -0.3
H 1.254 5.725 -3.119 -0.1 0.0 0.0
H 0.078 6.340 -4.265 -0.1 -0.2 0.0
H -0.073 4.679 -3.640 0.0 0.0 0.0
H 1.966 5.828 -5.596 0.0 -0.1 0.0
H 0.934 4.447 -5.876 -0.1 0.0 0.0
H 3.611 4.582 -4.781 0.0 -0.2 0.1
H 2.597 3.875 -3.545 -0.1 -0.1 -0.1
H 3.760 2.233 -4.955 0.0 0.1 -0.1
H 2.993 2.821 -6.409 -0.2 0.0 0.1
H 3.868 0.659 -3.600 0.0 -0.1 0.0
H 3.463 -0.923 -4.307 0.0 0.0 0.0
H 2.257 -1.579 -2.268 0.0 0.1 -0.1
H 2.600 -0.436 -0.493 0.1 0.2 0.2
C -2.193 -4.795 2.395 0.1 0.0 0.0
C -1.908 -3.778 1.489 -0.1 0.0 0.0
C -0.597 -3.423 1.232 -0.1 0.1 0.0
C 0.439 -4.075 1.887 0.0 -0.1 0.0
C 0.157 -5.094 2.797 0.0 0.0 0.0
C -1.162 -5.456 3.044 -0.1 0.0 0.0
C 1.254 -5.791 3.527 0.0 -0.1 0.0
O 1.018 -6.686 4.310 0.0 0.0 0.0
C 2.655 -5.347 3.266 0.0 0.0 0.0
C 3.693 -5.949 3.966 0.1 0.0 0.0
C 5.001 -5.557 3.735 0.0 0.0 0.0
C 5.280 -4.565 2.801 0.0 0.0 0.0
C 4.250 -3.958 2.103 0.1 0.0 0.0
C 2.935 -4.343 2.335 0.0 0.0 0.0
C 1.839 -3.666 1.593 -0.1 0.1 0.0
O 2.062 -2.794 0.778 0.2 0.1 -0.1
H -3.220 -5.070 2.594 0.0 0.0 0.0
H -2.710 -3.255 0.986 0.0 0.0 0.0
H -0.365 -2.634 0.531 0.1 0.0 0.0
H -1.370 -6.248 3.749 0.1 0.0 0.0
H 3.465 -6.721 4.687 -0.1 0.0 0.0
H 5.808 -6.025 4.284 0.0 0.0 0.0
H 6.304 -4.264 2.621 0.0 0.0 0.0
H 4.454 -3.183 1.377 -0.1 0.0 0.0
C -2.457 -0.477 -0.189 0.0 0.0 0.0
C -1.494 0.503 -0.412 0.0 0.0 0.0
C -1.542 1.694 0.292 0.1 -0.1 -0.1
C -2.556 1.913 1.218 -0.1 0.0 0.0
C -3.529 0.934 1.430 0.0 0.1 0.0
C -3.472 -0.263 0.727 0.1 -0.1 -0.1
C -4.642 1.150 2.398 -0.1 -0.1 0.0
O -5.479 0.294 2.591 0.0 0.0 0.0
C -4.692 2.453 3.120 0.0 0.0 0.0
C -5.743 2.698 3.996 0.0 0.1 0.1
C -5.801 3.897 4.686 0.0 0.0 0.0
C -4.808 4.854 4.508 0.0 0.0 0.0
C -3.761 4.617 3.634 0.0 0.1 0.1
C -3.702 3.419 2.933 0.0 -0.1 0.0
C -2.576 3.193 1.981 0.1 0.1 0.0
O -1.706 4.025 1.833 0.0 0.0 0.0
H -2.408 -1.410 -0.737 0.0 0.0 0.0
H -0.705 0.331 -1.133 0.0 0.0 0.0
H -0.797 2.461 0.134 0.0 0.0 0.0
H -4.227 -1.016 0.908 0.0 0.0 0.0
H -6.506 1.944 4.129 0.0 0.0 0.0
H -6.621 4.087 5.365 0.0 0.0 0.0
H -4.853 5.788 5.052 0.0 0.0 0.0
H -2.984 5.354 3.486 0.0 0.0 0.0